This record from the OMol25 dataset describes a structure of composition C12H16ClIN2O2PZr at a distorted geometry. The level of theory is the ωB97M-V functional and the def2-TZVPD basis.

The calculation puts the relative energy (zero: lowest compared OMol25 entry of this formula, charge and spin) at 2.3910 eV. Its highest occupied orbital energy is -17.951 eV. As for the multiplicity: 1. As for the HOMO-LUMO gap: 0.1593 Eh. As for the charge: +3. As for the LUMO energy: -13.62 eV.

The geometry in XYZ format:
```
36
C12H16ClIN2O2PZr the ωB97M-V functional and the def2-TZVPD basis
I -1.97582 2.00557 -3.06423
Zr -0.52164 0.29548 0.28016
Cl 0.64684 2.34549 -0.04018
P 1.35127 -0.94637 -0.91569
O -0.44792 -3.00521 1.29533
O -4.27637 0.72190 -4.39713
N -0.10067 -0.12015 7.78960
N 0.10095 0.22972 2.42512
C -3.87794 2.85168 -5.51322
C 1.13541 -0.41781 4.46835
C 1.14413 -0.32819 3.09316
C 3.04663 -0.29600 -0.82395
C -0.57962 -1.93159 0.84017
C -0.98819 0.68241 4.49592
C 1.02050 -0.66355 -2.68321
C 0.05038 0.07663 5.18929
C -0.92430 0.80488 3.11962
C -0.00876 -0.02234 6.62762
C -3.64122 1.74705 -4.50359
C 1.73556 -2.71013 -0.96424
H -4.13217 3.79225 -5.00854
H 1.98854 -0.68800 2.49469
H 2.13976 -3.03453 -0.00478
H 3.50928 -0.57945 0.12509
H 0.87588 0.40396 -2.87563
H 3.03737 0.79243 -0.91247
H -2.99126 3.00807 -6.13963
H 1.97024 -0.87438 4.99309
H 0.11818 -1.19860 -2.99461
H 0.85095 -3.30218 -1.19706
H 2.49398 -2.85619 -1.75046
H -4.71986 2.55989 -6.15927
H -1.67932 1.38251 2.55612
H 1.89519 -1.04606 -3.22710
H -1.85350 1.06206 5.03937
H 3.60751 -0.74127 -1.65771
```

---

This record from the OMol25 dataset describes the molecule C38H36N2O2 at a distorted geometry. The level of theory is the ωB97M-V functional and the def2-TZVPD basis.

The calculation puts the relative energy (zero: lowest compared OMol25 entry of this formula, charge and spin) at 0.9567 eV. Its highest occupied orbital energy is -6.531 eV. As for the multiplicity: 1. As for the HOMO-LUMO gap: 0.2481 Eh. As for the charge: 0. As for the LUMO energy: 0.22 eV.

The geometry in XYZ format:
```
78
C38H36N2O2 the ωB97M-V functional and the def2-TZVPD basis
O -0.74201 1.95013 2.76913
O -4.24566 1.63749 -0.47595
N 2.46545 -0.59200 -1.42181
N 1.87599 -1.71934 0.35034
C -0.14455 -3.59256 2.76601
C 1.91146 1.54436 -4.41456
C 3.75248 1.27156 -2.29588
C -2.17205 1.33875 0.92847
C 1.21320 -2.08035 1.54647
C 0.58099 -3.32193 1.60513
C -1.79808 2.06310 2.13311
C -3.17792 3.73522 3.64288
C -2.12471 -2.03328 -0.31916
C 1.75970 0.49319 -3.49935
C 1.54077 -0.65430 -0.41304
C -2.60289 -2.42413 -2.65913
C -2.75400 -1.04775 -2.85025
C -2.04102 -0.65364 -0.56142
C 2.16794 -0.01235 2.69348
C -4.42906 4.33726 3.83116
C -2.43339 -0.16226 -1.81538
C 1.23343 -1.17729 2.61424
C 2.92494 2.49541 -4.22538
C 0.43371 0.25358 -0.09754
C 0.36355 -1.41725 3.66854
C 3.26716 -1.73924 -1.34732
C 2.64377 0.42994 -2.41466
C -1.17661 -2.90110 4.95110
C -3.51150 1.84027 0.48686
C -3.94180 2.82257 1.53718
C -5.18167 3.45468 1.67824
C 2.88652 -2.44175 -0.27799
C 3.00598 3.71029 -5.09352
C -5.42531 4.18879 2.84400
C -0.31565 -2.62985 3.75885
C 3.88109 2.31414 -3.21935
C -2.94968 2.95784 2.50144
C 0.66154 -4.32795 0.50934
C 0.66731 -0.52074 -3.62489
C -2.31858 -2.91997 -1.37625
C -1.36556 0.21047 0.44068
C 4.71786 1.11241 -1.16296
H -1.00774 -0.35147 1.30363
H -2.01872 -2.39810 0.70337
H -4.61663 4.91644 4.74082
H 3.23160 -3.39221 0.10444
H 1.47991 -5.04502 0.65373
H 1.64836 0.93116 2.47666
H 0.67386 0.92661 0.70767
H -1.56277 -1.96237 5.36581
H -2.69807 -3.10111 -3.51276
H 4.71449 3.01352 -3.09467
H -5.93684 3.34297 0.89793
H 2.55046 0.04021 3.72139
H 2.76804 4.62462 -4.53391
H 5.48207 1.88522 -1.26128
H -0.28785 -4.87132 0.44493
H 4.24507 1.25384 -0.18077
H -0.62015 -4.56630 2.86929
H 0.07725 -0.29993 -4.51575
H 1.21417 1.62949 -5.25025
H 0.18104 0.81079 -1.00407
H 4.02996 -1.96584 -2.07028
H -2.22483 -3.99649 -1.20878
H 2.29277 3.62334 -5.91191
H -2.37576 3.84150 4.36840
H 4.00755 3.82480 -5.52416
H 1.05068 -1.54640 -3.70980
H 0.78682 -3.86445 -0.46607
H 5.23375 0.14578 -1.16455
H -2.02566 -3.54934 4.70688
H -0.03663 -0.48777 -2.78193
H 3.03105 -0.09053 2.02707
H 0.21660 -0.65392 4.42487
H -3.05719 -0.63378 -3.81700
H -6.39114 4.65618 3.01018
H -2.53768 0.91343 -1.96991
H -0.62098 -3.39598 5.75997
```

---

This record from the OMol25 dataset describes a cluster of 2 separate species, CH3Cl2OP in total at a distorted geometry. The level of theory is the ωB97M-V functional and the def2-TZVPD basis.

The calculation puts the relative energy (zero: lowest compared OMol25 entry of this formula, charge and spin) at 2.2700 eV. Its highest occupied orbital energy is -9.961 eV. As for the multiplicity: 1. As for the HOMO-LUMO gap: 0.3425 Eh. As for the charge: 0. As for the LUMO energy: -0.64 eV.

The geometry in XYZ format:
```
8
CH3Cl2OP the ωB97M-V functional and the def2-TZVPD basis
Cl 0.49636 -0.65709 2.47781
Cl -2.39483 3.71537 -0.79304
P 0.26461 -0.55879 0.50414
O -0.27949 0.72611 0.06103
C 1.14539 -1.66228 -0.38156
H 1.45457 -2.56479 0.11151
H 0.99942 -1.67746 -1.44484
H -1.68604 2.67892 -0.53504
```

---

This record from the OMol25 dataset describes a structure of composition C20H17BrN7O8P2Pd at a distorted geometry. The level of theory is the ωB97M-V functional and the def2-TZVPD basis.

The calculation puts the relative energy (zero: lowest compared OMol25 entry of this formula, charge and spin) at 1.8810 eV. Its highest occupied orbital energy is -4.217 eV. As for the multiplicity: 1. As for the HOMO-LUMO gap: 0.1922 Eh. As for the charge: -1. As for the LUMO energy: 1.01 eV.

The geometry in XYZ format:
```
56
C20H17BrN7O8P2Pd the ωB97M-V functional and the def2-TZVPD basis
Pd -0.35457 -0.54674 0.76223
Br -1.63210 9.88223 -7.91369
P -3.50078 -0.12952 1.14487
P -1.62704 -0.25938 3.56940
O 0.31022 -0.65884 -1.91652
O 1.67833 -0.22204 0.95102
O -2.45397 -0.97830 0.39378
O -1.26490 1.15054 3.46886
O -0.81070 -1.38668 2.99337
O -1.95520 -0.64388 5.12137
O -3.68329 1.31588 0.98178
O -4.92033 -0.89096 0.91308
N -0.51379 1.45260 -0.32837
N 2.34605 -1.24724 1.26647
N -3.31060 -2.15734 2.83925
N -0.58758 4.32054 -4.23353
N 5.09398 -3.12146 1.87393
N 4.78991 1.09078 0.51333
N -0.48373 4.42629 -5.45217
C -3.32195 -0.62533 2.89818
C -1.03082 7.10008 -7.91956
C 0.33991 0.71537 -3.84016
C -1.20522 3.70228 -0.10550
C -4.47516 -0.12255 3.75843
C -1.26557 8.08210 -5.73103
C -0.75915 5.74090 -5.93390
C -0.34275 1.65793 -1.65058
C -0.57575 2.89992 -2.28222
C 4.42966 -2.23285 1.58442
C -0.76726 5.87530 -7.32596
C 0.10731 0.47921 -2.44450
C 4.26852 0.12190 0.83608
C -0.93498 2.44843 0.42160
C -1.03464 3.94989 -1.44876
C -0.35531 3.03862 -3.67915
C 3.62868 -1.10425 1.22892
C 0.10549 1.93028 -4.42547
C -1.00824 6.86043 -5.14301
C -1.27673 8.19060 -7.11392
H -5.41982 -0.42082 0.30770
H -5.44127 -0.39640 3.33218
H -0.99164 6.75869 -4.06331
H -3.93156 -2.50483 2.10630
H -0.56738 4.99995 -7.92937
H -1.45572 8.95506 -5.12133
H -4.39472 -0.49355 4.77980
H -1.24099 4.91734 -1.87781
H -3.55887 -2.55486 3.74481
H -1.04094 7.20388 -8.99618
H -4.41148 0.96566 3.78567
H -2.31225 -2.38053 2.63883
H -1.22862 -0.32381 5.71749
H 0.70748 -0.12952 -4.40486
H -1.07470 2.24838 1.48470
H 0.28214 2.08183 -5.48783
H -1.56328 4.47773 0.56141
```

---

This record from the OMol25 dataset describes a cluster of 2 separate species, C9H14 in total at a distorted geometry. The level of theory is the ωB97M-V functional and the def2-TZVPD basis.

The calculation puts the relative energy (zero: lowest compared OMol25 entry of this formula, charge and spin) at 2.3086 eV. Its highest occupied orbital energy is -8.579 eV. As for the multiplicity: 1. As for the HOMO-LUMO gap: 0.3485 Eh. The structure (SMILES) is Cc1ccccc1.CC. As for the charge: 0. As for the LUMO energy: 0.90 eV.

The geometry in XYZ format:
```
23
C9H14 the ωB97M-V functional and the def2-TZVPD basis
C -1.54956 0.68880 1.79452
C -0.29629 0.32230 -4.83181
C -0.58097 0.33386 2.89246
C 0.18204 -0.02480 0.28057
C -1.05901 0.61188 0.51688
C 2.27683 -1.26127 1.02744
C -0.68756 0.38652 -3.39195
C 0.94272 -0.63618 1.28386
C 0.54578 -0.42685 2.69540
H 1.11678 -0.74141 3.62360
H 3.03037 -0.43564 0.63591
H -1.43588 1.42143 -0.25329
H -0.96197 -0.32317 -5.43538
H 2.32311 -1.85105 0.04780
H -0.00305 -0.25929 -2.81561
H -1.71190 0.03702 -3.27869
H 2.60123 -1.80630 1.96418
H -0.39854 1.27873 -5.38484
H -0.62804 1.37539 -2.96321
H 0.68077 -0.12030 -5.08369
H -2.55588 0.89075 2.28073
H 0.34042 -0.13660 -0.77203
H -1.04133 0.70484 3.83028
```

---

This record from the OMol25 dataset describes a cluster of 11 separate species, C34H96N6O16 in total at a distorted geometry. The level of theory is the ωB97M-V functional and the def2-TZVPD basis.

The calculation puts the relative energy (zero: lowest compared OMol25 entry of this formula, charge and spin) at 1.5068 eV. Its highest occupied orbital energy is -8.724 eV. As for the multiplicity: 1. As for the HOMO-LUMO gap: 0.3435 Eh. The structure (SMILES) is COC[C@H](C)N.COC[C@H](C)N.COC[C@H](C)N.COC[C@H](C)N.COC[C@H](C)N.COC[C@H](C)N.OCCO.OCCO.OCCO.OCCO.OCCO. As for the charge: 0. As for the LUMO energy: 0.62 eV.

The geometry in XYZ format:
```
152
C34H96N6O16 the ωB97M-V functional and the def2-TZVPD basis
O 17.24427 15.08655 20.80318
O 19.90409 7.57363 20.61158
O 20.03637 10.89217 11.15598
O 18.35730 8.27335 18.39074
O 10.72411 11.66694 15.17554
O 17.58855 14.20473 13.01343
O 21.35726 10.63845 22.91185
O 14.99468 7.73549 12.55350
O 18.85599 10.93427 16.37571
O 22.55874 8.97918 12.37839
O 14.28078 11.00490 23.89484
O 21.64642 8.59000 15.12195
O 20.92859 10.22134 18.05663
O 22.43724 9.16666 20.14683
O 19.83638 11.35944 20.67198
O 16.42479 11.39879 15.23956
N 17.67268 12.01615 18.93309
N 15.33039 10.20362 20.40947
N 16.68991 10.17697 11.87215
N 13.89051 13.73703 12.55001
N 18.45502 9.84895 7.89294
N 13.83566 10.37380 13.87772
C 16.35402 13.65401 12.66727
C 13.63392 9.01930 21.79806
C 16.68570 8.81885 11.33202
C 16.52986 14.08661 18.16731
C 12.07207 11.73911 14.79415
C 20.13412 12.01857 12.09544
C 12.51719 10.30384 14.49083
C 12.53500 9.57088 15.89226
C 20.77146 9.62535 8.70300
C 19.26038 10.84150 21.87208
C 14.48469 12.25801 24.41048
C 15.32390 8.19687 11.26138
C 20.07060 11.18944 23.11426
C 15.11855 10.77891 22.73268
C 9.91902 11.78048 14.02752
C 19.45848 6.60059 19.74970
C 15.09214 14.42366 13.05479
C 19.27361 7.14762 18.34209
C 23.15905 9.64927 19.00818
C 17.31362 13.70165 20.57209
C 22.06762 7.74696 12.81066
C 17.65966 7.94869 12.06076
C 18.15971 15.25479 12.22640
C 15.05310 14.54156 14.57450
C 13.71134 7.21910 12.49753
C 16.94152 10.05984 15.54975
C 17.54081 13.40563 19.07146
C 19.15141 11.07888 9.99471
C 14.32085 10.28604 21.47475
C 16.97705 15.34974 22.17351
C 22.26623 10.47516 17.95768
C 19.31892 9.86876 9.12266
C 18.43841 9.97274 15.50431
C 21.11130 7.90805 13.98522
H 20.97829 11.88273 12.71529
H 17.69464 15.35311 11.22166
H 18.78172 10.21763 14.49481
H 22.17444 9.33529 14.72696
H 20.01927 12.28296 23.28511
H 20.14410 12.99688 11.58271
H 16.37048 13.22155 20.88156
H 15.89001 10.08471 23.01314
H 13.77653 12.33736 25.22295
H 21.57030 7.20824 12.03305
H 18.23074 11.17422 21.97889
H 20.24610 7.49630 18.04878
H 13.42214 6.96630 13.50171
H 14.13134 12.72738 12.50613
H 14.87013 10.19864 19.50761
H 17.86884 7.03470 11.49363
H 22.47422 11.57551 18.18265
H 18.20632 16.26614 12.66166
H 20.65803 8.02485 20.26964
H 21.39480 9.17687 9.41207
H 16.30496 13.50126 11.60580
H 20.66539 8.78639 7.95236
H 8.92183 11.39784 14.33972
H 11.82560 9.73489 13.90624
H 10.32391 11.25560 13.16240
H 15.94660 14.96040 15.02345
H 16.02267 14.91732 22.53444
H 12.80662 8.49276 15.75646
H 18.97098 9.00307 18.51552
H 14.28113 8.14898 21.89022
H 22.40293 9.93263 20.79793
H 13.29908 10.06994 16.50245
H 13.12611 9.08834 22.79320
H 11.53174 9.59843 16.26572
H 21.32981 10.44391 8.18048
H 22.55632 10.28353 16.89922
H 19.29043 11.99849 12.78264
H 16.84297 11.52883 19.32599
H 19.06609 11.60121 20.12288
H 15.47233 12.47455 24.82119
H 23.60948 8.82400 18.46732
H 18.76842 8.94048 15.73266
H 19.24431 15.03150 12.09440
H 13.66367 6.35249 11.82624
H 18.90847 6.34982 17.66701
H 16.64517 13.74308 17.13970
H 16.54619 9.36283 14.88018
H 16.47484 10.05131 12.86361
H 22.00468 10.93364 23.54198
H 17.33685 7.64264 13.07119
H 20.23073 8.50050 13.61634
H 22.95313 7.11842 13.07155
H 12.13038 12.39815 13.93316
H 17.13144 8.93326 10.33344
H 15.46777 7.35204 10.56449
H 12.99540 7.92648 12.12833
H 14.43802 11.13121 14.18400
H 15.75795 9.26830 20.46125
H 15.89962 10.75257 11.59963
H 14.33778 13.02587 23.64600
H 16.28667 12.68221 13.16889
H 15.47577 13.86219 18.57598
H 17.98851 11.62850 18.04968
H 17.48544 10.03809 8.11072
H 17.82696 14.99355 22.75171
H 14.42527 9.52905 13.91023
H 13.58748 11.03670 21.25905
H 14.19781 15.05141 14.91747
H 24.00062 10.37306 19.28944
H 14.49429 8.87972 10.93476
H 9.83293 12.85499 13.82482
H 12.84822 12.07652 15.48861
H 12.85432 8.69042 21.10005
H 18.48110 6.26987 20.08659
H 19.26848 9.76094 21.78797
H 19.56990 10.71883 23.97602
H 19.34453 12.01420 9.51747
H 16.67895 15.17344 18.17605
H 16.62958 9.84022 16.59761
H 21.89235 9.42959 11.79174
H 19.02991 9.05784 9.82676
H 13.76382 14.09675 11.61773
H 15.64640 11.69256 22.46211
H 17.03554 12.00979 15.65025
H 16.82557 16.44693 22.07870
H 14.95240 15.40752 12.68900
H 20.70642 10.42829 18.97322
H 20.75542 6.98536 14.39184
H 19.74702 10.84444 16.78514
H 15.03464 13.55722 15.06565
H 18.63975 8.40644 12.13989
H 18.20009 13.23150 21.10485
H 20.05562 5.73873 19.69732
H 18.50468 13.86196 18.79379
H 18.11898 11.25188 10.34640
H 18.85706 10.45784 7.19864
```